ORCA calculation (ωB97M-V with the def2-TZVPD basis set) on C2H3NO2 in the gas phase.

The geometry in XYZ format:
```
8
Properties=species:S:1:pos:R:3:forces:R:3
N 0.74546 0.73816 0.90993 0.0 0.0 -0.1
C 0.58050 -0.04235 -0.17944 0.5 0.1 -0.2
O 1.35509 -0.27499 -1.05728 -0.4 0.1 0.5
C -1.38411 -0.72040 -1.22085 0.0 -0.1 0.5
O -0.70689 -0.65283 -0.08976 -0.2 0.0 -0.4
H 1.58435 1.29213 0.97740 -0.1 -0.1 0.0
H -0.03112 0.93161 1.52073 0.1 0.0 -0.1
H -2.30532 -1.25166 -0.87486 0.1 0.1 -0.1
```
Forces are in eV/Å.

## Properties
Gap between HOMO and LUMO   0.34588 Eh
Spin multiplicity   1
HOMO level   -9.1 eV
Energy above the lowest of the compared OMol25 structures with the same formula, charge and spin   64.4 kcal per mole

ORCA calculation (ωB97M-V with the def2-TZVPD basis set) on a molecular structure, C24H25F3NO3Rh at a distorted geometry.

The geometry in XYZ format:
```
57
Properties=species:S:1:pos:R:3:forces:R:3
C 2.24038 0.11381 2.53437 2.5 -1.3 1.0
C 1.89311 -0.61179 1.35139 1.9 -2.0 -0.2
C 1.97294 0.28818 0.25209 2.1 -0.8 -1.8
H 1.67396 -1.67571 1.26324 -0.1 0.4 0.2
C 2.34237 1.57826 0.72950 2.4 0.7 -1.1
C 2.52327 1.47412 2.15287 2.9 0.5 0.4
H 2.43789 2.45845 0.09454 0.2 -0.2 0.4
C -0.96362 -2.73022 2.94314 -1.4 1.7 -0.9
C -0.14182 -3.65066 2.23102 -0.1 0.1 -0.9
C -0.36130 -3.44856 0.83456 -0.8 0.5 -0.4
H 0.54214 -4.36961 2.68123 -0.2 0.2 -0.2
C -1.33220 -2.42082 0.69342 1.8 -1.9 -0.6
C -1.68735 -1.96352 1.99475 0.5 -1.2 2.9
H 1.86129 0.02000 -0.79114 -0.2 0.1 0.2
H 2.88112 2.27793 2.78693 -0.3 -0.2 0.0
H 2.30228 -0.33025 3.53106 -0.1 0.4 -0.4
H -2.42964 -1.20517 2.21333 0.3 -0.1 0.0
H 0.06229 -3.98880 -0.01190 0.0 0.1 0.5
H -1.02321 -2.59767 4.01799 0.0 -0.1 -0.2
Rh 0.67556 0.97541 1.62951 -10.9 3.2 2.1
C -1.76247 -1.74389 -0.56400 0.3 -0.2 0.2
C -3.29328 -1.65527 -0.57640 -0.1 0.0 0.0
C -1.30687 -2.50534 -1.80773 -0.1 -0.2 -0.1
H -3.68214 -2.65708 -0.34728 0.0 0.3 0.0
H -3.65678 -1.39755 -1.57453 0.0 0.2 0.1
H -3.68970 -0.94473 0.15437 0.1 -0.1 -0.1
H -1.68727 -3.53125 -1.79629 0.0 0.1 0.0
H -0.21511 -2.56107 -1.90070 -0.2 0.1 0.1
H -1.71914 -2.00789 -2.68905 0.2 0.0 -0.1
C -0.97120 -0.40688 -0.48823 0.6 0.7 0.4
C -1.66750 0.88263 -0.81800 -0.5 0.5 2.3
H -0.13504 -0.43976 -1.19604 -0.2 -0.4 0.4
H -0.50620 -0.25477 0.55196 -1.1 -0.7 -1.2
O -2.34820 1.47778 0.02019 0.6 -1.1 -2.4
N -1.26319 1.34889 -2.08749 -0.7 0.4 -0.5
C -0.09905 2.24724 -2.05360 -0.1 0.1 -0.1
H -2.04789 1.71995 -2.59724 -0.1 0.6 0.1
C 1.13258 1.63803 -2.70627 0.1 0.0 -0.5
C 2.27786 2.44234 -2.77303 0.3 -0.3 -0.2
H 2.21060 3.49915 -2.49110 0.1 -0.4 0.1
C 3.48375 1.92356 -3.25576 -0.3 0.0 0.0
H 4.37011 2.55321 -3.30374 -0.2 -0.1 0.0
C 3.54456 0.60005 -3.69762 -0.2 -0.1 0.1
H 4.48930 0.18208 -4.04184 -0.2 0.1 0.0
C 2.38615 -0.17965 -3.72828 -0.4 0.4 0.1
H 2.41766 -1.19040 -4.13687 0.0 0.3 0.1
C 1.16159 0.34326 -3.26594 0.5 0.5 -0.1
H 0.22743 -0.20978 -3.41237 0.4 0.1 0.4
H 0.15459 2.51714 -0.99869 -0.2 -0.2 -0.6
H -0.37534 3.19971 -2.54893 0.3 -0.5 0.2
F -3.25268 3.09867 3.92446 1.0 -0.5 0.5
C -2.17508 2.37988 4.34568 -0.4 0.1 0.1
F -1.28949 3.22922 4.94882 -0.9 -0.7 -0.4
F -2.60379 1.49465 5.27984 0.4 0.7 -0.8
C -1.44727 1.72307 3.13779 1.8 -0.9 -1.2
O -1.08390 2.48168 2.19435 -0.3 -0.2 1.1
O -1.04709 0.50980 3.16764 -1.0 1.6 0.9
```
Forces are in eV/Å.

## Properties
Gap between HOMO and LUMO (spin up / spin down)   0.29149 / 0.20749 Eh
Spin multiplicity   5
HOMO level (spin up / spin down)   -7.3 / -8.0 eV

ORCA calculation (ωB97M-V with the def2-TZVPD basis set) on a molecular structure, C5H8O at a distorted geometry.

The geometry in XYZ format:
```
14
Properties=species:S:1:pos:R:3:forces:R:3
C 0.31206 0.81242 1.75242 0.4 0.4 0.1
C -0.73261 0.19342 0.88392 -0.7 2.5 0.9
O -0.88030 -1.11996 1.05767 1.3 -1.8 -1.8
C -0.29876 -0.16475 -0.42401 0.0 -0.5 1.5
C 0.84398 -0.21786 -1.33108 0.8 -0.7 0.4
C -0.49542 -0.81105 -1.66544 -0.6 -0.3 -1.1
H 0.48871 1.82032 1.41667 0.2 0.6 0.0
H 0.02120 0.83816 2.79651 -0.3 -0.1 0.1
H 1.23273 0.25651 1.68059 0.4 -0.3 -0.1
H -1.62966 0.77703 0.91225 -1.0 0.5 0.2
H 1.68466 -0.82404 -1.09439 0.4 -0.8 0.1
H 1.16600 0.64013 -1.89817 -0.3 0.6 0.3
H -1.04289 -0.33132 -2.43699 -0.6 0.4 -0.6
H -0.63714 -1.86704 -1.62286 0.0 -0.6 0.0
```
Forces are in eV/Å.

## Properties
Gap between HOMO and LUMO   0.35994 Eh
Spin multiplicity   1
HOMO level   -9.4 eV
Energy above the lowest of the compared OMol25 structures with the same formula, charge and spin   98.4 kcal per mole

ORCA calculation (ωB97M-V with the def2-TZVPD basis set) on C4H5NOS in the gas phase at a distorted geometry.

The geometry in XYZ format:
```
12
Properties=species:S:1:pos:R:3:forces:R:3
C 0.86704 -1.53183 -0.06840 0.3 -2.8 0.6
C 1.92238 -0.70980 0.06000 1.1 1.8 -1.2
C -0.21799 0.57973 0.03855 3.0 -5.2 1.1
C -1.28856 1.50342 0.09707 -1.1 2.5 0.0
N -0.34473 -0.99110 0.05820 0.7 7.8 -0.9
O -1.42630 -1.52870 -0.07898 -2.3 -1.5 0.2
S 1.44248 0.96014 -0.05645 -0.5 -1.4 0.9
H 0.79854 -2.63955 -0.19123 0.6 1.1 0.2
H 2.98522 -0.87738 -0.09300 -0.4 -0.4 0.2
H -2.09885 0.87155 -0.20576 -1.2 0.3 -1.0
H -1.70067 2.01430 1.04398 1.3 -1.0 -0.8
H -0.93855 2.34921 -0.60398 -1.4 -1.1 0.7
```
Forces are in eV/Å.

## Properties
Gap between HOMO and LUMO (spin up / spin down)   0.28958 / 0.28967 Eh
Spin multiplicity   1
HOMO level (spin up / spin down)   -7.7 / -7.7 eV
Energy above the lowest of the compared OMol25 structures with the same formula, charge and spin   88.4 kcal per mole

| no. | E (Ha) |
| --- | --- |
| 1 | -283.15540 |
| 2 | -1619.91671 |
| 3 | -270.40112 |
| 4 | -683.46699 |